<i>
C3H8NO | ωB97M-V with the def2-TZVPD basis set

Calculated values
frontier orbital gap (spin up / spin down): 9.260 / 9.260 eV
LUMO (spin up / spin down): -6.67 / -6.67 eV

The geometry in ORCA input format:
```
! RIJCOSX wB97M-V def2-TZVPD def2/J DEFGRID3
* xyz 1 1
C 0.574 -0.958 -0.696
C 0.084 -2.288 -1.048
C -0.312 1.971 1.448
N 0.393 1.605 0.316
O -0.163 -0.202 -0.110
H 1.575 -0.472 -0.925
H -0.958 -2.166 -1.558
H 0.625 -2.623 -1.864
H -0.071 -2.762 -0.093
H -1.369 2.012 1.211
H -0.269 1.159 2.133
H -0.033 2.905 1.759
H -0.075 1.820 -0.574
*
```

natural (NBO) population analysis, charges in e, atoms 1 to 6:
1 C 0.51
2 C -0.73
3 C -0.51
4 N -0.08
5 O -0.39
6 H 0.21

---

<ii>
C3H8NO | ωB97M-V with the def2-TZVPD basis set

Calculated values
frontier orbital gap: 12.092 eV
LUMO: -4.26 eV

The geometry in ORCA input format:
```
! RIJCOSX wB97M-V def2-TZVPD def2/J DEFGRID3
* xyz 1 1
C 1.107 0.700 0.079
C -1.339 0.718 -0.177
C -0.140 -1.319 -0.047
N 0.006 0.102 -0.075
O 2.272 0.060 0.344
H 0.989 1.743 -0.219
H -2.113 -0.021 0.232
H -1.615 0.851 -1.186
H -1.524 1.674 0.300
H -0.382 -1.698 0.920
H 0.725 -1.871 -0.275
H -0.967 -1.419 -0.720
H 2.980 0.479 0.825
*
```

natural (NBO) population analysis, charges in e, atoms 1 to 6:
1 C 0.55
2 C -0.44
3 C -0.43
4 N -0.27
5 O -0.64
6 H 0.21

---

<iii>
C3H8NO | ωB97M-V with the def2-TZVPD basis set

Calculated values
frontier orbital gap: 9.337 eV
LUMO: -4.03 eV

The geometry in ORCA input format:
```
! RIJCOSX wB97M-V def2-TZVPD def2/J DEFGRID3
* xyz 1 1
C -2.177 -0.270 0.109
C -0.940 0.148 0.500
C 1.400 0.631 -0.246
N 0.025 0.548 -0.497
O 1.769 -0.789 -0.075
H -2.936 -0.630 0.819
H -2.501 -0.011 -0.928
H -0.751 0.218 1.575
H 1.853 1.112 -1.160
H 1.540 0.927 0.756
H 0.875 -1.149 -0.154
H -0.375 0.480 -1.401
H 2.217 -1.215 0.702
*
```

natural (NBO) population analysis, charges in e, atoms 1 to 6:
1 C -0.40
2 C -0.11
3 C 0.08
4 N -0.64
5 O -0.65
6 H 0.25

---

Which one sits at the bottom of the stability order? <i> does.

---

<i>
C3H8NO | ωB97M-V with the def2-TZVPD basis set

Calculated values
frontier orbital gap: 10.872 eV
LUMO: -3.89 eV

The geometry in ORCA input format:
```
! RIJCOSX wB97M-V def2-TZVPD def2/J DEFGRID3
* xyz 1 1
O -0.567 -1.564 -0.881
C 0.423 -0.950 -0.625
C 0.415 0.186 0.497
C 0.872 1.431 -0.383
N -1.043 0.445 1.119
H 1.333 -1.335 -1.081
H 1.153 -0.085 1.268
H 0.236 1.268 -1.279
H 1.980 1.317 -0.638
H 0.774 2.469 0.014
H -0.845 0.645 2.119
H -1.812 -0.245 1.178
H -1.242 1.360 0.700
*
```

natural (NBO) population analysis, charges in e, atoms 1 to 6:
1 O -0.47
2 C 0.40
3 C -0.13
4 C -0.66
5 N -0.71
6 H 0.18

---

<ii>
C3H8NO | ωB97M-V with the def2-TZVPD basis set

Calculated values
frontier orbital gap: 9.351 eV
LUMO: -4.92 eV

The geometry in ORCA input format:
```
! RIJCOSX wB97M-V def2-TZVPD def2/J DEFGRID3
* xyz 1 1
C 0.126 -0.934 -0.686
C 2.361 -0.880 -1.362
C -1.620 1.293 1.483
N -1.446 0.234 0.530
O -0.210 -0.012 0.056
H -0.485 -1.722 -1.105
H 2.187 -0.622 -2.391
H 2.699 -0.113 -0.690
H 2.600 -1.901 -1.130
H -2.433 1.032 2.157
H -0.707 1.420 2.065
H -1.855 2.236 0.984
H -2.186 -0.422 0.309
*
```

natural (NBO) population analysis, charges in e, atoms 1 to 6:
1 C 0.31
2 C -0.31
3 C -0.44
4 N -0.29
5 O -0.20
6 H 0.18

---

Which one sits at the bottom of the stability order? <ii> does.

---

<i>
CHOPS | ωB97M-V with the def2-TZVPD basis set

Calculated values
frontier orbital gap: 7.745 eV
LUMO: -1.57 eV

The geometry in ORCA input format:
```
! RIJCOSX wB97M-V def2-TZVPD def2/J DEFGRID3
* xyz 0 1
C 0.514 -0.179 -0.411
O -1.510 1.274 0.964
P -1.367 -0.005 0.064
S 1.239 -1.367 0.522
H 1.124 0.277 -1.140
*
```

List of natural (NBO) charges in e, atom by atom:
1 C -0.63
2 O -0.92
3 P 1.26
4 S 0.09
5 H 0.21

---

<ii>
CHOPS | ωB97M-V with the def2-TZVPD basis set

Calculated values
frontier orbital gap: 7.235 eV
LUMO: -2.20 eV

The geometry in ORCA input format:
```
! RIJCOSX wB97M-V def2-TZVPD def2/J DEFGRID3
* xyz 0 1
C -0.568 0.295 0.013
O -1.125 1.274 0.546
P 1.044 0.388 -0.900
S 1.549 -1.257 0.043
H -0.901 -0.699 0.297
*
```

List of natural (NBO) charges in e, atom by atom:
1 C 0.07
2 O -0.50
3 P 0.60
4 S -0.30
5 H 0.15

---

Which one sits at the bottom of the stability order? <i> does.

---

<i>
F18InP3 | ωB97M-V with the def2-TZVPD basis set

Calculated values
frontier orbital gap: 3.394 eV
LUMO: -10.23 eV

The geometry in ORCA input format:
```
! RIJCOSX wB97M-V def2-TZVPD def2/J DEFGRID3
* xyz 0 1
In -0.432 -0.460 1.750
P 3.416 0.168 1.802
F 2.492 0.054 3.180
F 3.218 -1.428 1.674
F 1.968 0.382 0.997
F 4.096 0.278 0.381
F 3.472 1.752 2.066
F 4.784 0.003 2.566
P 0.326 -1.030 -1.884
F 0.520 -2.320 -2.803
F 1.637 -0.362 -2.490
F -0.662 -0.350 -2.923
F 0.114 0.315 -0.940
F -0.957 -1.689 -1.134
F 1.246 -1.689 -0.724
P -3.645 0.966 -0.211
F -4.560 2.185 -0.599
F -2.254 1.793 -0.202
F -3.798 1.199 1.365
F -2.753 -0.414 0.172
F -4.906 -0.030 -0.277
F -3.324 0.677 -1.768
*
```

natural (NBO) population analysis, charges in e, atoms 1 to 6:
1 In 1.80
2 P 2.59
3 F -0.58
4 F -0.57
5 F -0.53
6 F -0.51

---

<ii>
F18InP3 | ωB97M-V with the def2-TZVPD basis set

Calculated values
frontier orbital gap: 7.043 eV
LUMO: -6.36 eV

The geometry in ORCA input format:
```
! RIJCOSX wB97M-V def2-TZVPD def2/J DEFGRID3
* xyz 0 1
In -0.984 -0.140 0.645
P 0.000 2.327 2.041
F 0.960 1.146 1.549
F 0.883 3.456 1.306
F -0.833 2.080 0.672
F -1.197 3.316 2.562
F -0.866 1.048 2.650
F 0.831 2.613 3.417
P 1.296 0.299 -1.158
F 2.268 -0.828 -1.813
F 1.151 1.044 -2.624
F -0.055 -0.524 -1.444
F 0.306 1.315 -0.420
F 1.380 -0.580 0.203
F 2.591 1.242 -0.829
P -1.098 -2.579 -0.946
F -0.059 -2.344 -2.253
F -1.691 -0.999 -1.144
F -2.405 -3.154 -1.763
F -2.069 -2.672 0.242
F -0.515 -4.110 -0.867
F 0.106 -1.957 -0.025
*
```

Löwdin population analysis, charges in e, atoms 1 to 6:
1 In 1.54
2 P 0.27
3 F -0.14
4 F -0.07
5 F -0.16
6 F -0.12

---

Which one sits at the bottom of the stability order? <ii> does.

---

<i>
C3H13O3S | ωB97M-V with the def2-TZVPD basis set

Calculated values
frontier orbital gap: 5.981 eV
LUMO: 3.03 eV

The geometry in ORCA input format:
```
! RIJCOSX wB97M-V def2-TZVPD def2/J DEFGRID3
* xyz -1 1
C -0.417 0.061 -0.852
C -0.439 0.583 0.578
C 0.954 0.824 1.130
S 1.807 -0.719 1.552
H -0.159 0.818 -1.599
H -1.295 -0.563 -1.038
H 0.398 -0.671 -0.933
H -1.046 1.508 0.633
H -1.020 -0.061 1.254
H 0.955 1.491 2.010
H 1.435 1.445 0.373
H -4.332 1.020 -1.903
H -3.787 -0.265 -2.453
O -4.448 0.412 -2.644
H 1.124 -3.508 2.467
H 0.753 -2.767 1.273
O 0.990 -3.692 1.527
H 0.840 2.560 -1.516
H 0.082 3.802 -1.634
O 0.623 3.221 -2.195
*
```

natural (NBO) population analysis, charges in e, atoms 1 to 6:
1 C -0.64
2 C -0.41
3 C -0.52
4 S -0.69
5 H 0.19
6 H 0.19

---

<ii>
C3H13O3S | ωB97M-V with the def2-TZVPD basis set

Calculated values
frontier orbital gap: 6.857 eV
LUMO: 3.61 eV

The geometry in ORCA input format:
```
! RIJCOSX wB97M-V def2-TZVPD def2/J DEFGRID3
* xyz -1 1
C 2.531 0.328 1.107
C 2.292 -0.574 -0.248
C 0.947 -0.026 -1.077
S -0.388 -1.323 -0.836
H 1.535 0.405 1.560
H 2.862 1.356 0.626
H 3.427 0.012 1.744
H 3.287 -0.536 -0.721
H 2.325 -1.560 0.082
H 1.297 0.002 -2.094
H 0.558 0.886 -0.583
H -3.994 -1.996 3.366
H -3.882 -1.017 2.149
O -4.342 -1.139 2.923
H -2.349 -0.339 0.275
H -2.951 1.036 0.108
O -3.194 0.149 0.492
H 0.309 1.312 -3.590
H -0.317 1.114 -2.375
O 0.045 1.910 -2.907
*
```

natural (NBO) population analysis, charges in e, atoms 1 to 6:
1 C -0.63
2 C -0.38
3 C -0.55
4 S -0.73
5 H 0.22
6 H 0.18

---

<iii>
C3H13O3S | ωB97M-V with the def2-TZVPD basis set

Calculated values
frontier orbital gap: 6.648 eV
LUMO: 3.52 eV

The geometry in ORCA input format:
```
! RIJCOSX wB97M-V def2-TZVPD def2/J DEFGRID3
* xyz -1 1
C 3.112 0.200 -0.038
C 1.941 -0.823 -0.098
C 0.651 -0.227 -0.698
S -0.780 -1.305 -0.391
H 3.064 0.777 0.893
H 3.011 0.933 -0.837
H 4.088 -0.265 -0.150
H 2.273 -1.696 -0.667
H 1.729 -1.218 0.896
H 0.861 -0.140 -1.778
H 0.525 0.772 -0.275
H -4.481 -1.001 2.412
H -3.784 -0.811 3.726
O -4.532 -1.275 3.339
H -2.438 -0.404 0.869
H -2.890 1.022 0.833
O -3.170 0.174 1.191
H -0.186 1.658 -2.441
H 0.957 1.664 -3.447
O 0.050 1.966 -3.340
*
```

natural (NBO) population analysis, charges in e, atoms 1 to 6:
1 C -0.61
2 C -0.41
3 C -0.53
4 S -0.68
5 H 0.19
6 H 0.19

---

Which one sits at the bottom of the stability order? <ii> does.